[1]
{"formula": "C4H15NO2S", "method": "wB97M-V/def2-TZVPD", "elements": ["C", "N", "C", "C", "S", "C", "H", "H", "H", "H", "H", "H", "H", "H", "H", "H", "H", "H", "H", "O", "H", "H", "O"], "xyz": [[-0.052, 1.813, -0.726], [0.482, 1.487, 0.593], [0.467, 0.093, 1.011], [1.614, -0.037, 2.135], [2.232, -1.680, 2.160], [-0.960, -0.132, 1.503], [-0.334, 0.857, -1.190], [-0.985, 2.350, -0.615], [0.727, 2.088, -1.438], [0.113, 2.080, 1.319], [0.718, -0.627, 0.236], [2.291, 0.806, 2.044], [1.000, 0.221, 3.001], [3.087, -1.741, 1.167], [-1.066, -1.155, 1.861], [-1.308, 0.487, 2.334], [-1.646, 0.047, 0.677], [-2.307, -1.890, -2.447], [-2.602, -1.133, -1.227], [-2.170, -1.930, -1.512], [0.529, -1.454, -3.463], [0.203, 0.134, -3.926], [-0.033, -0.682, -3.496]], "lowdin_spin": [0.072, 0.626, 0.067, 0.037, 0.053, 0.066, 0.009, 0.012, 0.025, 0.015, 0.000, 0.002, 0.000, 0.003, 0.012, 0.001, 0.000, 0.000, 0.000, 0.000, 0.000, 0.000, 0.000], "charge": 1, "total_energy_ha": -764.4643, "multiplicity": 2, "relative_energy_kcal_mol": 11.3, "s2": 0.755, "gap_ev": [10.24, 5.28]}


[2]
{"formula": "C3H9NO3", "method": "wB97M-V/def2-TZVPD", "elements": ["N", "C", "C", "O", "C", "O", "H", "H", "H", "H", "H", "H", "H", "O", "H", "H"], "xyz": [[1.198, 0.649, -0.508], [0.486, -0.540, -0.681], [-0.657, -0.389, -1.605], [-1.706, -0.881, -1.357], [0.004, -0.950, 0.867], [0.896, -1.811, 1.268], [2.015, 0.659, 0.108], [0.784, 1.514, -0.323], [1.073, -1.485, -1.021], [-0.477, 0.269, -2.449], [-0.022, -0.056, 1.635], [-0.960, -1.398, 0.971], [1.513, -2.252, 0.705], [-1.083, 2.488, 0.827], [-0.990, 1.507, 0.863], [-2.074, 2.676, 0.700]], "lowdin_charge": [0.038, -0.316, -0.252, 0.085, -0.273, -0.042, 0.105, 0.040, 0.175, 0.123, 0.142, 0.093, 0.087, -0.099, 0.005, 0.089], "charge": 0, "total_energy_ha": -400.0918, "smiles": "N[C@H](C=O)CO.O", "multiplicity": 1, "relative_energy_kcal_mol": 81.4, "gap_ev": 9.53}


[3]
{"formula": "CH3FN2", "method": "wB97M-V/def2-TZVPD", "elements": ["C", "N", "N", "F", "H", "H", "H"], "xyz": [[-0.519, -0.453, 0.005], [-0.035, 0.862, 0.301], [0.782, 0.011, -0.474], [2.005, -0.273, 0.158], [-0.519, -1.017, 0.962], [-1.318, -0.724, -0.693], [-0.397, 1.594, -0.259]], "lowdin_spin": [0.194, 0.157, 0.948, 0.631, 0.013, 0.023, 0.035], "charge": 0, "total_energy_ha": -248.9236, "multiplicity": 3, "relative_energy_kcal_mol": 80.3, "s2": 2.008, "gap_ev": [5.89, 8.52]}


[4]
{"formula": "C5H12N2O", "method": "wB97M-V/def2-TZVPD", "elements": ["O", "C", "C", "C", "C", "C", "N", "N", "H", "H", "H", "H", "H", "H", "H", "H", "H", "H", "H", "H"], "xyz": [[-1.038, -1.997, -0.523], [-0.121, -1.449, -1.115], [-0.351, -0.570, -2.231], [0.455, -1.630, 2.293], [0.834, -0.380, 2.504], [-1.031, 1.652, -0.005], [0.173, 2.306, 0.193], [0.577, 0.414, -2.605], [0.903, -1.834, -0.986], [-1.317, -0.470, -2.705], [0.450, -2.333, 3.116], [0.224, -1.984, 1.300], [1.091, -0.028, 3.499], [0.708, 0.412, 1.772], [-1.715, 2.267, -0.613], [-0.759, 0.804, -0.683], [-1.588, 1.224, 0.835], [0.188, 2.729, 1.127], [1.184, 0.148, -3.374], [1.134, 0.717, -1.800]], "lowdin_charge": [0.000, -0.328, -0.107, -0.056, -0.068, -0.261, 0.001, 0.038, 0.128, 0.121, 0.049, 0.007, 0.044, 0.008, 0.106, 0.034, 0.083, 0.027, 0.096, 0.078], "charge": 0, "total_energy_ha": -382.1953, "multiplicity": 1, "relative_energy_kcal_mol": 192.8, "gap_ev": 4.40}


[5]
{"formula": "C25H34BrCaNO7Se", "method": "wB97M-V/def2-TZVPD", "elements": ["Ca", "C", "C", "O", "C", "C", "O", "C", "C", "O", "C", "C", "O", "C", "C", "O", "H", "H", "H", "H", "H", "H", "H", "H", "H", "H", "H", "H", "H", "H", "H", "H", "H", "H", "H", "H", "C", "C", "C", "C", "C", "C", "Se", "C", "C", "C", "H", "H", "H", "H", "H", "H", "H", "H", "H", "H", "H", "Br", "C", "C", "N", "C", "C", "C", "C", "O", "O", "H", "H", "H"], "xyz": [[-0.891, -0.189, 0.350], [-0.313, -0.407, 3.759], [-1.634, -0.125, 4.461], [-2.759, -0.088, 3.600], [-3.485, -1.291, 3.456], [-2.958, -2.183, 2.343], [-2.873, -1.497, 1.105], [-4.088, -1.244, 0.412], [-4.283, 0.248, 0.292], [-3.161, 0.755, -0.415], [-3.123, 2.181, -0.493], [-2.789, 2.790, 0.855], [-1.691, 2.061, 1.357], [-1.177, 2.561, 2.576], [0.106, 1.797, 2.843], [-0.076, 0.402, 2.622], [-0.250, -1.429, 3.389], [0.494, -0.265, 4.490], [-1.595, 0.851, 4.952], [-1.771, -0.875, 5.250], [-4.516, -0.999, 3.240], [-3.499, -1.856, 4.396], [-3.595, -3.069, 2.240], [-1.942, -2.524, 2.546], [-4.937, -1.703, 0.926], [-3.999, -1.693, -0.580], [-4.340, 0.690, 1.292], [-5.206, 0.476, -0.255], [-4.075, 2.562, -0.875], [-2.320, 2.405, -1.196], [-3.624, 2.741, 1.566], [-2.524, 3.844, 0.717], [-1.926, 2.431, 3.365], [-0.946, 3.628, 2.479], [0.472, 1.984, 3.857], [0.859, 2.113, 2.120], [4.805, 1.691, -5.441], [3.784, 1.739, -4.336], [3.543, 0.641, -3.526], [2.599, 0.669, -2.504], [2.384, -0.570, -1.688], [1.863, 1.840, -2.276], [0.580, 1.972, -0.862], [2.102, 2.966, -3.083], [1.347, 4.248, -2.879], [3.050, 2.892, -4.095], [5.293, 0.717, -5.484], [5.579, 2.447, -5.299], [4.343, 1.876, -6.413], [4.104, -0.273, -3.689], [3.099, -1.346, -1.965], [1.378, -0.960, -1.854], [2.480, -0.364, -0.618], [1.429, 4.591, -1.847], [0.280, 4.109, -3.071], [1.723, 5.025, -3.544], [3.221, 3.769, -4.713], [4.709, -5.238, 1.451], [3.293, -4.804, 0.274], [3.209, -5.442, -0.956], [2.246, -5.184, -1.832], [1.337, -4.271, -1.505], [1.341, -3.590, -0.293], [2.344, -3.863, 0.624], [0.297, -2.555, 0.009], [-0.461, -2.158, -0.911], [0.248, -2.078, 1.176], [3.948, -6.184, -1.235], [0.565, -4.050, -2.230], [2.370, -3.343, 1.572]], "lowdin_charge": [1.308, -0.164, -0.168, -0.131, -0.172, -0.154, -0.229, -0.151, -0.170, -0.215, -0.168, -0.181, -0.275, -0.170, -0.163, -0.243, 0.107, 0.138, 0.122, 0.132, 0.126, 0.132, 0.138, 0.119, 0.136, 0.144, 0.125, 0.141, 0.137, 0.087, 0.130, 0.141, 0.123, 0.141, 0.138, 0.094, -0.062, -0.284, -0.026, -0.299, -0.090, -0.546, 0.661, -0.317, -0.115, -0.030, 0.069, 0.076, 0.076, 0.109, 0.077, 0.060, 0.072, 0.051, 0.066, 0.068, 0.112, 0.733, -0.667, -0.190, 0.079, -0.074, -0.118, -0.047, -0.656, -0.110, -0.123, 0.101, 0.123, 0.117], "charge": 0, "total_energy_ha": -7207.6440, "multiplicity": 1, "relative_energy_kcal_mol": 0.0, "gap_ev": 6.59}


[6]
{"formula": "C23H45F2GaN5O5S", "method": "wB97M-V/def2-TZVPD", "elements": ["N", "C", "O", "C", "C", "Ga", "N", "S", "N", "C", "O", "F", "C", "O", "F", "H", "H", "H", "H", "H", "H", "H", "H", "H", "C", "C", "C", "C", "C", "C", "N", "O", "C", "C", "C", "H", "H", "H", "H", "H", "H", "H", "H", "H", "H", "H", "H", "H", "H", "H", "H", "H", "H", "C", "C", "C", "C", "C", "C", "N", "O", "C", "C", "C", "H", "H", "H", "H", "H", "H", "H", "H", "H", "H", "H", "H", "H", "H", "H", "H", "H", "H"], "xyz": [[0.623, 0.252, -4.256], [1.179, -1.026, -3.900], [0.506, -2.013, -4.023], [2.592, -1.023, -3.393], [3.601, -0.686, -4.519], [4.653, -2.309, -5.061], [3.678, -3.898, -5.353], [6.289, -2.676, -3.475], [5.696, -1.722, -6.706], [5.307, -2.118, -7.946], [5.267, -1.528, -8.983], [4.963, -3.431, -7.911], [6.022, -0.371, -6.644], [5.421, 0.592, -6.983], [7.225, -0.229, -6.034], [1.121, 0.978, -3.750], [0.780, 0.441, -5.241], [2.657, -0.264, -2.607], [2.773, -2.000, -2.938], [3.095, -0.261, -5.392], [4.297, 0.081, -4.175], [2.988, -3.838, -6.095], [3.169, -4.141, -4.508], [5.463, -2.947, -2.457], [-3.522, 0.067, 0.218], [-2.298, 0.042, -0.696], [-2.689, -0.039, -2.177], [-3.240, -1.404, -2.578], [-2.247, -2.510, -2.230], [-1.830, -2.511, -0.754], [-1.391, -1.115, -0.383], [-0.176, -0.884, -0.694], [-2.964, -3.013, 0.147], [-0.634, -3.438, -0.558], [-1.521, 1.328, -0.438], [-4.123, 0.947, -0.018], [-4.174, -0.794, 0.123], [-3.211, 0.142, 1.261], [-1.801, 0.173, -2.782], [-3.418, 0.751, -2.382], [-4.209, -1.582, -2.099], [-3.423, -1.415, -3.654], [-2.669, -3.493, -2.461], [-1.351, -2.390, -2.846], [-2.804, -2.710, 1.184], [-2.978, -4.102, 0.111], [-3.949, -2.674, -0.165], [0.183, -3.183, -1.225], [-0.955, -4.459, -0.772], [-0.271, -3.394, 0.471], [-1.143, 1.353, 0.585], [-2.197, 2.175, -0.581], [-0.679, 1.431, -1.117], [-0.546, 0.464, 5.926], [-1.251, 1.233, 4.807], [-0.291, 1.544, 3.652], [0.736, 2.619, 3.994], [0.049, 3.894, 4.475], [-0.909, 3.663, 5.652], [-1.833, 2.530, 5.294], [-2.865, 2.901, 4.643], [-0.130, 3.389, 6.944], [-1.766, 4.902, 5.887], [-2.392, 0.356, 4.308], [-0.180, -0.478, 5.515], [0.305, 0.979, 6.355], [-1.248, 0.235, 6.729], [-0.885, 1.880, 2.796], [0.202, 0.616, 3.352], [1.439, 2.250, 4.747], [1.331, 2.843, 3.107], [0.788, 4.640, 4.780], [-0.520, 4.326, 3.646], [-0.765, 2.905, 7.687], [0.207, 4.341, 7.355], [0.757, 2.779, 6.795], [-2.297, 5.201, 4.988], [-1.112, 5.718, 6.199], [-2.500, 4.722, 6.674], [-3.143, 0.204, 5.084], [-1.983, -0.616, 4.024], [-2.880, 0.793, 3.443]], "lowdin_spin": [0.000, 0.001, 0.002, 0.000, 0.000, 0.000, 0.000, 0.000, 0.000, 0.000, 0.000, 0.000, 0.000, 0.000, 0.000, 0.000, 0.000, 0.000, 0.000, 0.000, 0.000, 0.000, 0.000, 0.000, 0.003, 0.026, 0.016, 0.001, 0.016, 0.025, 0.385, 0.514, 0.004, -0.001, -0.001, 0.000, 0.000, 0.001, 0.002, 0.002, 0.000, 0.001, 0.002, 0.001, 0.002, 0.000, 0.000, 0.000, 0.000, 0.000, 0.000, 0.000, 0.000, 0.004, 0.025, 0.017, 0.001, 0.016, 0.025, 0.390, 0.512, 0.004, -0.002, -0.001, 0.000, 0.000, 0.001, 0.002, 0.002, 0.000, 0.001, 0.002, 0.002, 0.002, 0.000, 0.000, 0.000, 0.000, 0.000, 0.000, 0.000, 0.000], "charge": -1, "total_energy_ha": -4076.1492, "multiplicity": 3, "s2": 2.008, "gap_ev": [7.31, 7.19]}